Record 1
10 unconnected molecules or ions with the total composition C33H77BrF3NO14S2. Source: the Open Molecules 2025 dataset; level of theory: the ωB97M-V functional and the def2-TZVPD basis.

**HOMO**: -8.01 eV
**SMILES string**: C[C@@H](Br)CC(=O)O[C@@](CCCSC(=S)N1CCOCC1)(COO)C(F)(F)F.CCO.CCO.CCO.CCO.CCO.CCO.CCO.CCO.CCO

Structure (XYZ):
```
131
C33H77BrF3NO14S2 | the Open Molecules 2025 dataset | the ωB97M-V functional and the def2-TZVPD basis
C 3.937 -4.334 -0.254
C 3.472 -3.063 -1.094
Br 2.137 -3.517 -2.514
C 2.923 -1.852 -0.171
C 3.111 -0.531 -1.084
O 4.249 -0.054 -1.122
O 1.972 -0.053 -1.787
C 1.456 1.180 -1.220
C -0.147 0.979 -1.138
C -0.977 2.324 -1.328
C -2.541 2.020 -1.013
S -3.297 0.966 -2.355
C -3.562 -0.775 -1.714
S -2.448 -1.929 -2.163
N -4.748 -0.984 -0.879
C -5.535 -2.183 -1.275
C -5.420 -3.420 -0.268
O -4.115 -3.510 0.340
C -3.810 -2.342 1.134
C -4.428 -0.971 0.573
C 1.946 1.480 0.263
O 1.228 2.601 0.877
O 1.464 2.578 2.226
C 1.864 2.335 -2.277
F 1.163 2.167 -3.502
F 1.745 3.627 -1.765
F 3.230 2.199 -2.644
H 3.873 -5.294 -0.874
H 3.399 -4.431 0.746
H 5.045 -4.183 0.008
H 4.383 -2.650 -1.634
H 3.541 -1.775 0.794
H 1.819 -1.957 0.079
H -0.523 0.193 -1.882
H -0.373 0.551 -0.096
H -0.691 3.170 -0.630
H -0.966 2.746 -2.385
H -2.670 1.594 0.030
H -3.054 3.047 -0.995
H -6.640 -1.862 -1.291
H -5.293 -2.473 -2.356
H -6.193 -3.267 0.573
H -5.619 -4.419 -0.794
H -4.294 -2.515 2.164
H -2.675 -2.264 1.284
H -3.686 -0.132 0.759
H -5.382 -0.714 1.138
H 1.699 0.580 0.935
H 3.056 1.770 0.337
H 1.785 3.477 2.510
C 2.808 6.907 0.327
C 1.606 6.510 1.162
O 2.029 5.931 2.394
H 3.437 6.037 0.123
H 2.495 7.346 -0.623
H 3.428 7.631 0.863
H 1.001 5.771 0.633
H 0.978 7.379 1.379
H 2.556 6.591 2.861
C -1.507 -5.928 -4.189
C -1.915 -5.213 -5.461
O -3.223 -4.675 -5.323
H -2.208 -6.734 -3.960
H -0.504 -6.350 -4.284
H -1.521 -5.241 -3.338
H -1.921 -5.906 -6.305
H -1.222 -4.397 -5.690
H -3.194 -4.060 -4.580
C -6.315 5.975 -1.540
C -5.565 5.232 -0.452
O -4.190 5.105 -0.798
H -6.226 5.449 -2.493
H -7.373 6.074 -1.288
H -5.894 6.974 -1.687
H -5.974 4.228 -0.323
H -5.640 5.761 0.504
H -3.832 5.995 -0.901
C -5.818 -4.844 5.262
C -5.420 -4.347 3.887
O -5.295 -2.930 3.892
H -6.766 -4.396 5.571
H -5.923 -5.932 5.270
H -5.071 -4.558 6.008
H -6.178 -4.617 3.148
H -4.464 -4.784 3.575
H -4.613 -2.698 4.543
C 3.508 0.108 -5.807
C 4.122 1.457 -6.124
O 3.102 2.410 -6.398
H 2.899 -0.242 -6.644
H 4.283 -0.634 -5.600
H 2.847 0.179 -4.939
H 4.765 1.388 -7.004
H 4.724 1.818 -5.284
H 2.542 2.473 -5.613
C 3.795 6.232 -7.696
C 2.489 6.268 -8.464
O 2.308 5.053 -9.178
H 4.636 6.080 -8.376
H 3.951 7.163 -7.145
H 3.803 5.399 -6.987
H 2.492 7.087 -9.186
H 1.641 6.408 -7.786
H 2.297 4.333 -8.533
C 5.686 -0.232 4.210
C 5.030 -1.598 4.225
O 4.895 -2.094 2.896
H 5.096 0.471 3.617
H 5.790 0.163 5.223
H 6.677 -0.284 3.750
H 4.033 -1.537 4.666
H 5.622 -2.310 4.808
H 5.781 -2.154 2.516
C -2.445 0.066 6.780
C -3.130 -1.285 6.801
O -3.286 -1.780 5.473
H -3.024 0.781 6.191
H -2.325 0.459 7.792
H -1.459 -0.008 6.313
H -4.123 -1.204 7.248
H -2.549 -2.009 7.380
H -2.405 -1.859 5.086
C 4.953 -5.417 6.800
C 3.717 -4.653 7.233
O 3.455 -3.586 6.329
H 5.820 -4.753 6.761
H 5.168 -6.236 7.491
H 4.821 -5.830 5.796
H 3.861 -4.225 8.226
H 2.843 -5.311 7.264
H 3.320 -3.972 5.454
```

These are the Löwdin partial charges, in e, on atoms 1 to 4: C -0.15; C -0.69; Br 0.62; C -0.11



Record 2
2 unconnected molecules or ions with the total composition C2H9NOP. Source: the Open Molecules 2025 dataset; level of theory: the ωB97M-V functional and the def2-TZVPD basis.

**HOMO**: -12.04 eV
**Total charge**: +1
**ΔE to the lowest compared entry with this formula, charge and spin**: 179.66 kJ/mol

Structure (XYZ):
```
14
C2H9NOP | the Open Molecules 2025 dataset | the ωB97M-V functional and the def2-TZVPD basis
C -0.427 0.188 2.703
C -0.270 -0.434 -2.246
N -0.096 0.728 -2.750
O 1.120 -0.945 0.877
P 0.130 0.363 0.957
H -0.607 1.138 3.328
H -1.223 -0.472 2.351
H 0.277 -0.491 3.073
H -1.387 -0.762 -2.021
H 0.420 -1.082 -2.002
H 0.826 0.955 -3.126
H -0.850 1.210 -3.297
H 0.969 -1.726 1.410
H 1.119 1.329 0.744
```

These are the natural (NBO) partial charges, in e, on atoms 1 to 4: C -0.93; C 0.18; N -0.61; O -1.02



Record 3
17 unconnected molecules or ions with the total composition C68H142N2O15. Source: the Open Molecules 2025 dataset; level of theory: the ωB97M-V functional and the def2-TZVPD basis.

**HOMO**: -8.06 eV

Structure (XYZ):
```
227
C68H142N2O15 | the Open Molecules 2025 dataset | the ωB97M-V functional and the def2-TZVPD basis
C 2.464 -3.346 -5.295
C 1.688 -4.577 -4.941
O 0.804 -4.454 -4.096
C 1.997 -5.914 -5.475
H 3.579 -3.418 -5.268
H 2.145 -2.570 -4.585
H 2.272 -3.000 -6.297
H 3.023 -6.067 -5.854
H 1.403 -6.263 -6.359
H 1.901 -6.514 -4.591
C -0.786 -3.937 3.398
C -0.870 -4.298 4.827
O -1.949 -4.389 5.327
C 0.438 -4.465 5.536
H -1.761 -4.206 2.989
H 0.109 -4.339 2.804
H -0.655 -2.865 3.351
H 0.429 -4.045 6.539
H 1.261 -4.066 5.020
H 0.637 -5.557 5.618
C -4.817 5.512 -1.789
C -3.433 5.680 -2.305
O -2.930 6.664 -2.850
C -2.571 4.461 -1.963
H -5.300 6.462 -1.717
H -4.746 4.995 -0.749
H -5.374 4.819 -2.480
H -2.318 4.391 -0.901
H -1.632 4.434 -2.578
H -3.245 3.593 -2.113
C 5.098 -6.160 -2.947
C 5.218 -4.677 -2.797
O 5.607 -4.022 -3.742
C 4.881 -4.108 -1.416
H 4.121 -6.537 -2.538
H 5.817 -6.658 -2.271
H 5.301 -6.441 -3.985
H 5.762 -4.251 -0.778
H 4.023 -4.673 -0.939
H 4.649 -3.032 -1.447
C -5.137 2.584 3.818
C -6.317 2.780 2.926
C -5.593 2.543 1.549
O -4.276 3.132 1.626
C -4.050 3.248 3.057
H -4.867 1.495 3.977
H -5.131 3.048 4.804
H -6.665 3.851 2.998
H -7.213 2.132 2.985
H -6.057 3.091 0.730
H -5.599 1.474 1.295
H -4.017 4.277 3.373
H -3.049 2.844 3.377
C 0.654 -6.184 0.548
C 0.284 -7.712 0.379
C 0.988 -8.121 -1.004
O 1.676 -6.940 -1.409
C 1.021 -5.790 -0.818
H 1.543 -6.117 1.174
H -0.199 -5.674 1.045
H -0.827 -7.833 0.456
H 0.698 -8.379 1.166
H 0.205 -8.318 -1.729
H 1.754 -8.993 -0.987
H 0.180 -5.586 -1.482
H 1.728 -5.009 -0.972
C 3.549 6.674 -3.410
C 2.124 6.121 -3.251
C 2.136 5.445 -1.885
O 3.473 4.979 -1.710
C 4.340 5.864 -2.382
H 3.667 7.792 -3.180
H 3.932 6.492 -4.418
H 1.797 5.391 -4.010
H 1.312 6.883 -3.201
H 1.438 4.569 -1.808
H 2.045 6.167 -1.089
H 5.260 5.357 -2.769
H 4.676 6.553 -1.633
C -5.136 -0.965 -2.696
C -4.347 0.058 -1.937
C -5.301 1.255 -2.187
O -6.631 0.736 -2.062
C -6.572 -0.657 -2.284
H -4.879 -1.988 -2.449
H -4.932 -0.884 -3.758
H -3.341 0.119 -2.292
H -4.388 -0.081 -0.868
H -5.217 1.784 -3.173
H -5.241 2.066 -1.431
H -7.241 -0.982 -3.113
H -6.898 -1.204 -1.360
C 4.091 -2.543 3.552
C 5.068 -1.439 3.090
C 5.071 -1.720 1.562
O 3.700 -2.067 1.262
C 2.940 -2.430 2.396
H 3.747 -2.453 4.572
H 4.601 -3.469 3.468
H 6.018 -1.579 3.548
H 4.746 -0.406 3.404
H 5.683 -2.530 1.209
H 5.140 -0.781 0.944
H 2.358 -3.351 2.233
H 2.288 -1.540 2.612
C 1.066 1.631 5.503
C 0.245 1.009 4.322
C -0.668 0.011 4.970
O 0.093 -0.520 6.023
C 1.141 0.372 6.427
H 0.569 2.454 6.017
H 2.027 1.887 5.104
H 0.912 0.471 3.655
H -0.180 1.818 3.636
H -0.944 -0.798 4.304
H -1.618 0.495 5.371
H 2.163 -0.043 6.388
H 0.932 0.587 7.462
C -5.314 -2.788 3.591
C -5.261 -2.322 5.017
C -4.233 -1.262 4.980
O -4.292 -0.700 3.635
C -5.239 -1.443 2.844
H -6.173 -3.422 3.253
H -4.425 -3.412 3.339
H -4.924 -3.109 5.654
H -6.186 -2.054 5.378
H -3.243 -1.679 5.341
H -4.575 -0.411 5.636
H -4.868 -1.455 1.831
H -6.157 -0.867 2.878
C -1.838 5.803 1.853
C -0.717 6.453 1.064
C 0.350 5.446 1.323
O 0.181 4.904 2.617
C -1.058 5.331 3.110
H -2.385 5.006 1.342
H -2.570 6.555 2.172
H -0.566 7.471 1.367
H -0.936 6.454 0.003
H 1.398 5.833 1.261
H 0.303 4.641 0.594
H -0.935 6.170 3.833
H -1.577 4.468 3.559
C 4.081 0.890 -2.202
C 4.624 2.201 -2.849
C 3.540 2.499 -3.853
O 3.061 1.284 -4.336
C 3.028 0.373 -3.228
H 3.660 1.107 -1.179
H 4.915 0.178 -2.177
H 5.666 1.995 -3.292
H 4.731 3.017 -2.157
H 3.821 3.069 -4.715
H 2.707 3.106 -3.272
H 3.215 -0.609 -3.653
H 2.031 0.427 -2.780
C -3.093 -4.733 -3.766
C -3.764 -6.078 -3.419
C -3.653 -6.092 -1.865
O -2.651 -5.187 -1.459
C -2.093 -4.609 -2.604
H -3.699 -3.812 -3.820
H -2.519 -4.855 -4.682
H -3.290 -6.969 -3.816
H -4.821 -6.130 -3.682
H -3.416 -7.112 -1.439
H -4.555 -5.791 -1.356
H -1.288 -5.210 -2.900
H -1.844 -3.561 -2.432
C -0.417 0.827 -5.592
C -0.383 2.319 -5.590
C -1.864 2.636 -5.523
O -2.442 1.636 -4.657
C -1.633 0.449 -4.781
H 0.536 0.509 -5.169
H -0.404 0.340 -6.582
H 0.248 2.800 -6.362
H 0.038 2.640 -4.618
H -2.415 2.511 -6.503
H -2.094 3.583 -5.072
H -2.315 -0.265 -5.266
H -1.485 0.060 -3.769
C -0.924 2.101 -0.090
C -1.189 0.905 0.820
N -1.553 -0.310 0.039
C -2.077 -1.347 0.932
C -2.324 -2.660 0.206
C -0.474 -0.775 -0.817
C 0.764 -1.381 -0.121
H -0.105 1.902 -0.723
H -0.629 2.951 0.531
H -1.794 2.313 -0.767
H -0.314 0.731 1.359
H -2.065 1.160 1.514
H -1.376 -1.487 1.737
H -3.043 -0.977 1.315
H -2.687 -2.505 -0.792
H -1.374 -3.225 0.123
H -3.009 -3.300 0.724
H -0.209 0.048 -1.491
H -0.923 -1.488 -1.462
H 1.328 -0.560 0.338
H 1.473 -1.916 -0.815
H 0.553 -2.007 0.774
C 6.582 2.246 1.167
C 5.874 3.546 1.352
N 4.558 3.412 1.974
C 3.964 4.679 2.358
C 4.622 5.240 3.612
C 3.541 2.542 1.155
C 2.427 1.968 2.010
H 6.862 1.851 2.176
H 7.487 2.356 0.611
H 5.887 1.560 0.622
H 6.429 4.162 2.127
H 5.792 4.134 0.464
H 3.903 5.382 1.500
H 2.906 4.468 2.602
H 5.596 5.801 3.542
H 3.924 5.920 4.072
H 4.767 4.529 4.453
H 4.084 1.731 0.758
H 3.095 3.244 0.452
H 1.900 2.708 2.560
H 2.771 1.177 2.742
H 1.673 1.506 1.400
```

These are the Löwdin partial charges, in e, on atoms 1 to 4: C -0.01; C -0.48; O 0.04; C -0.02



Record 4
A single C5H12 molecule. Source: the Open Molecules 2025 dataset; level of theory: the ωB97M-V functional and the def2-TZVPD basis.

**HOMO**: -10.83 eV
**SMILES string**: CC(C)(C)C
**ΔE to the lowest compared entry with this formula, charge and spin**: 54.91 kJ/mol

Structure (XYZ):
```
17
C5H12 | the Open Molecules 2025 dataset | the ωB97M-V functional and the def2-TZVPD basis
C -0.462 1.418 -0.383
C -0.072 -0.013 0.032
C 1.197 -0.448 -0.855
C 0.360 0.016 1.517
C -1.209 -0.995 -0.194
H -1.351 1.809 0.134
H -0.666 1.420 -1.457
H 0.357 2.127 -0.195
H 2.092 0.215 -0.786
H 0.943 -0.456 -1.928
H 1.596 -1.460 -0.643
H 1.354 0.297 1.266
H -0.050 0.774 2.205
H 0.355 -0.956 2.044
H -0.898 -1.986 0.158
H -2.125 -0.722 0.348
H -1.422 -1.040 -1.262
```

These are the natural (NBO) partial charges, in e, on atoms 1 to 4: C -0.61; C -0.03; C -0.62; C -0.63



Record 5
A molecular structure, C34H54BN10OPS3SeSn. Source: the Open Molecules 2025 dataset; level of theory: the ωB97M-V functional and the def2-TZVPD basis.

**HOMO**: -12.64 eV
**Total charge**: +2

Structure (XYZ):
```
106
C34H54BN10OPS3SeSn | the Open Molecules 2025 dataset | the ωB97M-V functional and the def2-TZVPD basis
Sn -0.026 0.396 -0.436
C 0.057 -4.485 -3.059
C -1.291 -4.002 -3.385
C -1.332 -2.871 -4.442
C -2.112 -5.177 -3.941
N -1.977 -3.486 -2.091
C -3.277 -3.813 -1.771
C -3.557 -3.264 -0.560
N -2.468 -2.561 -0.176
B -2.340 -2.091 1.312
N -2.804 -0.632 1.551
C -3.199 -0.392 2.866
C -3.593 0.899 2.971
N -3.349 1.467 1.757
C -2.944 0.523 0.878
S -2.512 0.622 -0.801
C -3.796 2.944 1.658
C -5.353 2.921 1.787
C -3.296 3.544 0.346
C -3.145 3.670 2.831
N -0.939 -2.258 1.929
C -0.521 -3.490 2.262
C 0.627 -3.404 2.963
N 0.944 -2.059 3.029
C -0.036 -1.370 2.379
S -0.041 0.295 2.068
C 2.104 -1.588 3.819
C 2.792 -2.701 4.544
C 1.573 -0.639 4.920
C 3.056 -0.971 2.871
C -1.489 -2.668 -1.115
S 0.127 -2.043 -0.975
H 0.440 -4.846 -4.006
H 0.152 -5.294 -2.345
H 0.710 -3.702 -2.760
H -1.057 -3.270 -5.425
H -0.611 -2.043 -4.158
H -2.360 -2.496 -4.578
H -1.574 -5.598 -4.854
H -3.131 -4.953 -4.267
H -2.207 -6.024 -3.264
H -3.777 -4.594 -2.319
H -4.365 -3.288 0.144
H -3.101 -2.792 1.964
H -3.238 -1.226 3.609
H -4.030 1.445 3.781
H -5.828 2.620 0.817
H -5.756 3.931 2.066
H -5.561 2.181 2.507
H -3.511 3.006 -0.561
H -2.250 3.683 0.415
H -3.724 4.527 0.285
H -3.620 3.404 3.744
H -3.371 4.712 2.701
H -1.990 3.552 2.882
H -1.050 -4.328 1.924
H 1.255 -4.113 3.495
H 2.079 -3.192 5.210
H 3.467 -2.173 5.245
H 3.281 -3.399 3.886
H 1.000 -1.179 5.690
H 1.008 0.254 4.556
H 2.441 -0.196 5.465
H 3.161 -1.548 1.921
H 4.080 -0.874 3.311
H 2.746 0.041 2.612
Se 4.166 -1.952 -0.647
C 2.900 -0.734 -0.444
N 2.027 0.020 -0.201
C 0.745 3.748 1.060
P 0.646 2.966 -0.542
C -0.316 4.149 -1.510
C 2.347 3.009 -1.207
H 1.174 4.759 1.025
H 1.227 3.187 1.786
H -0.317 3.860 1.299
H -0.139 5.160 -1.173
H -1.348 3.877 -1.395
H -0.003 4.057 -2.548
H 2.592 3.819 -1.886
H 2.437 2.163 -1.822
H 2.959 2.916 -0.337
C 5.285 3.396 3.505
C 4.693 2.837 2.193
N 5.374 1.769 1.668
O 3.730 3.334 1.606
H 5.952 4.244 3.268
H 5.824 2.644 4.063
H 4.591 3.787 4.153
H 6.212 1.409 2.154
H 5.138 1.409 0.736
N -0.437 1.703 -4.715
C -0.743 1.603 -3.415
N 0.027 0.740 -2.775
C 0.972 0.265 -3.796
C 2.036 -0.619 -3.733
C 2.794 -0.744 -4.833
C 2.496 -0.140 -6.070
C 1.372 0.687 -6.149
C 0.615 0.846 -5.002
H -1.084 2.069 -5.398
H -1.577 2.101 -2.930
H 2.274 -1.191 -2.812
H 3.535 -1.500 -4.833
H 3.117 -0.366 -6.965
H 1.116 1.168 -7.065
```

These are the Löwdin partial charges, in e, on atoms 1 to 4: Sn 0.54; C -0.06; C -0.52; C -0.01



Max |F| across the listed records, respectively: 3.6; 7.9; 3.4; 1.9; 2.6 eV Å⁻¹.
Kohn-Sham gap across the listed records, respectively: 7.4393; 6.6305; 8.6148; 11.7589; 7.3036 eV.
Total energy across the listed records, respectively: -6081.3206; -552.6120; -3913.8870; -197.6882; -6127.0292 a.u..